100
Properties=species:S:1:pos:R:3:lowdin_charge:R:1 method="wB97M-V/def2-TZVPD" gap_ev=6.9 spin_multiplicity=1 charge=-1
Y 0.410 0.326 -0.109 1.54
O -2.633 -0.027 -3.287 0.03
C -2.016 0.184 -2.242 -0.51
N -0.759 -0.129 -1.937 -0.03
C 0.099 -0.537 -2.975 -0.23
C -0.215 -1.504 -3.918 -0.03
C 0.678 -1.803 -4.935 -0.11
C 1.881 -1.127 -5.025 -0.11
C 2.223 -0.177 -4.079 -0.03
C 1.357 0.118 -3.028 -0.22
N 1.641 0.980 -1.966 0.00
C 2.764 1.698 -1.915 -0.48
O 3.636 1.864 -2.773 0.01
C 2.950 2.398 -0.589 -0.18
C 4.193 2.977 -0.329 0.00
C 4.415 3.577 0.894 -0.06
C 3.370 3.621 1.802 -0.05
C 2.158 3.056 1.443 -0.18
N 1.940 2.436 0.287 0.05
C -2.705 0.933 -1.120 -0.20
C -3.998 1.403 -1.335 0.00
C -4.662 2.051 -0.312 -0.05
C -4.000 2.216 0.896 -0.04
C -2.692 1.775 1.002 -0.12
N -2.042 1.152 0.023 0.06
H -1.157 -2.027 -3.856 0.11
H 0.432 -2.577 -5.650 0.09
H 2.577 -1.354 -5.820 0.09
H 3.166 0.342 -4.140 0.09
H 4.952 2.931 -1.096 0.11
H 5.375 4.009 1.137 0.10
H 3.496 4.065 2.778 0.10
H 1.327 3.069 2.130 0.00
H -4.441 1.235 -2.306 0.12
H -5.669 2.419 -0.448 0.11
H -4.472 2.684 1.745 0.11
H -2.150 1.922 1.925 0.06
C -3.534 -1.912 -0.200 -0.03
C -2.209 -2.135 0.469 -0.29
C -1.953 -1.665 1.753 -0.08
C -0.774 -1.995 2.409 -0.13
C 0.158 -2.815 1.792 -0.09
C -0.076 -3.273 0.502 -0.10
C -1.242 -2.919 -0.159 -0.06
H -4.145 -1.209 0.362 0.08
H -4.069 -2.859 -0.266 0.09
H -3.403 -1.545 -1.215 0.06
H -2.692 -1.083 2.288 0.10
H -0.620 -1.646 3.420 0.08
H 1.044 -3.123 2.329 0.10
H 0.631 -3.934 0.021 0.10
H -1.426 -3.295 -1.155 0.12
O -4.312 1.192 5.025 -0.31
S -2.942 1.116 5.469 0.64
O -2.724 0.458 6.727 -0.30
N -1.963 0.500 4.297 -0.07
C -1.119 1.391 3.876 -0.81
S 0.168 1.055 2.827 0.72
C -1.285 2.761 4.434 -0.23
C -0.679 3.949 4.049 -0.02
C -1.008 5.110 4.733 -0.07
C -1.912 5.094 5.786 -0.07
C -2.554 3.913 6.139 -0.04
C -2.234 2.774 5.444 -0.20
H 0.023 3.969 3.229 0.08
H -0.544 6.042 4.445 0.10
H -2.123 6.003 6.331 0.10
H -3.284 3.883 6.931 0.12
C 2.598 -6.392 3.577 -0.05
C 3.058 -5.004 3.928 -0.24
C 3.031 -4.613 5.259 -0.07
C 3.353 -3.320 5.626 -0.09
C 3.710 -2.404 4.661 -0.03
C 3.785 -2.779 3.320 -0.20
N 4.107 -1.760 2.407 0.10
C 4.697 -1.913 1.162 -0.23
C 6.000 -2.396 1.045 -0.03
C 6.624 -2.431 -0.187 -0.09
C 5.969 -2.005 -1.333 -0.08
C 4.654 -1.591 -1.250 0.00
C 4.029 -1.528 -0.013 -0.08
C 2.611 -1.114 0.078 -0.60
O 2.260 -0.329 1.016 -0.17
O 1.764 -1.542 -0.736 -0.04
C 3.458 -4.093 2.945 -0.17
C 3.481 -4.504 1.501 -0.01
H 2.264 -6.912 4.472 0.07
H 3.397 -6.974 3.119 0.08
H 1.759 -6.357 2.882 0.08
H 2.732 -5.323 6.014 0.10
H 3.311 -3.027 6.664 0.10
H 3.928 -1.383 4.934 0.11
H 3.411 -1.016 2.398 0.12
H 6.515 -2.723 1.936 0.12
H 7.640 -2.789 -0.260 0.10
H 6.472 -2.004 -2.289 0.10
H 4.091 -1.306 -2.127 0.12
H 4.506 -4.620 1.150 0.09
H 3.003 -3.752 0.876 0.07
H 2.966 -5.448 1.353 0.07

=====

87
Properties=species:S:1:pos:R:3:lowdin_charge:R:1 method="wB97M-V/def2-TZVPD" s_squared=6.064 gap_ev="3.5 / 4.4" spin_multiplicity=5 charge=-1
Fe -0.401 0.941 0.164 -0.01
C -3.877 -0.048 5.014 -0.09
C -3.753 -0.133 3.479 -0.54
C -4.883 -0.956 2.775 -0.05
C -3.767 1.340 3.044 -0.07
N -2.486 -0.902 3.241 -0.03
C -1.714 -1.541 4.229 -0.07
C -0.652 -2.105 3.597 -0.09
N -0.646 -1.749 2.246 0.03
B 0.492 -2.295 1.319 -0.51
N 1.835 -1.352 1.174 0.03
C 3.026 -1.882 0.687 -0.13
C 4.067 -1.050 0.880 -0.05
N 3.469 0.145 1.391 0.00
C 2.137 -0.047 1.584 -0.68
S 1.043 1.103 2.040 0.74
C 4.223 1.473 1.606 -0.55
C 3.633 2.507 0.652 -0.07
C 4.004 1.881 3.049 -0.06
C 5.659 1.339 1.135 -0.08
N 0.053 -2.876 -0.087 0.02
C -0.778 -4.014 -0.146 -0.09
C -0.913 -4.389 -1.394 -0.05
N -0.216 -3.414 -2.256 -0.03
C 0.238 -2.473 -1.374 -0.58
S 1.100 -1.041 -1.818 0.91
C -0.243 -3.316 -3.735 -0.52
C -0.993 -2.065 -4.256 -0.05
C 1.173 -3.369 -4.389 -0.07
C -0.985 -4.625 -4.265 -0.05
C -1.773 -0.992 2.000 -0.64
S -2.397 -0.341 0.565 0.69
H -4.930 0.367 5.186 0.10
H -3.125 0.579 5.551 0.10
H -3.877 -1.072 5.509 0.08
H -5.758 -0.321 2.831 0.07
H -5.061 -1.954 3.220 0.09
H -4.590 -1.139 1.718 0.04
H -4.268 1.860 3.832 0.05
H -4.551 1.382 2.259 0.07
H -2.775 1.761 2.638 0.10
H -2.100 -1.575 5.302 0.11
H 0.228 -2.634 3.998 0.12
H 0.977 -3.190 1.967 0.10
H 3.158 -2.870 0.291 0.12
H 5.126 -1.124 0.501 0.12
H 4.194 3.468 0.803 0.10
H 2.553 2.817 0.782 0.03
H 3.730 2.279 -0.378 0.07
H 2.896 1.886 3.320 0.04
H 4.476 2.860 3.186 0.08
H 4.585 1.188 3.619 0.07
H 6.154 2.303 1.483 0.10
H 5.764 1.316 -0.002 0.11
H 6.298 0.544 1.515 0.07
H -0.994 -4.492 0.751 0.10
H -1.275 -5.324 -1.834 0.09
H -1.359 -2.221 -5.262 0.06
H -0.352 -1.120 -4.336 0.09
H -1.790 -1.965 -3.568 0.07
H 1.630 -2.340 -4.219 0.06
H 1.134 -3.535 -5.459 0.07
H 1.836 -4.024 -3.872 0.06
H -1.812 -4.893 -3.632 0.04
H -0.159 -5.379 -4.256 0.08
H -1.308 -4.556 -5.330 0.08
N 0.073 0.352 -1.591 -0.44
C 0.179 1.330 -2.580 -0.43
C 1.277 1.709 -3.309 -0.09
C 1.156 2.685 -4.309 -0.13
C -0.017 3.404 -4.477 -0.15
C -1.132 3.074 -3.674 -0.13
C -1.077 2.034 -2.760 -0.07
H 2.224 1.269 -3.107 0.07
H 2.024 2.910 -4.918 0.09
H 0.092 4.197 -5.169 0.06
H -2.147 3.452 -3.931 0.09
H -1.928 1.832 -2.033 0.10
N -2.176 3.571 0.058 0.01
C -2.123 4.929 0.076 -0.09
C -0.697 5.184 0.224 -0.08
C -0.019 3.934 0.309 -0.16
N -0.912 2.979 0.218 -0.06
H -2.985 3.012 0.179 0.12
H -2.992 5.586 -0.055 0.10
H -0.213 6.181 0.331 0.08
H 1.063 3.740 0.254 0.09

=====

16
Properties=species:S:1:pos:R:3:lowdin_charge:R:1 method="wB97M-V/def2-TZVPD" gap_ev=10.6 spin_multiplicity=1 charge=0
C -1.507 0.651 1.084 -0.10
O -0.786 -0.300 0.329 -0.25
C -0.477 -0.035 -1.053 -0.17
C 0.907 -0.717 -1.329 -0.15
N 1.566 -0.929 -0.048 0.01
C 1.400 0.183 0.758 -0.37
O 1.337 1.314 0.315 0.02
H -1.121 1.668 0.937 0.09
H -2.574 0.598 0.847 0.09
H -1.388 0.399 2.148 0.09
H -0.411 1.032 -1.314 0.12
H -1.272 -0.489 -1.642 0.12
H 1.550 -0.087 -1.953 0.12
H 0.795 -1.681 -1.836 0.12
H 1.237 -1.777 0.400 0.13
H 1.364 -0.033 1.838 0.14

=====

21
Properties=species:S:1:pos:R:3:lowdin_charge:R:1 method="wB97M-V/def2-TZVPD" gap_ev=10.1 spin_multiplicity=1 charge=0
C 2.645 -0.037 -0.216 0.00
C 1.443 -0.534 -0.504 -0.16
C 0.188 -0.284 0.258 -0.46
C 0.227 0.873 1.235 -0.04
C -0.542 -1.563 0.623 -0.06
C -1.108 -0.668 -0.434 -0.29
C -2.421 0.033 -0.166 -0.07
H 2.806 0.635 0.623 0.05
H 3.520 -0.292 -0.807 0.05
H 1.343 -1.210 -1.354 0.11
H 0.676 1.753 0.760 0.07
H 0.820 0.630 2.123 0.09
H -0.772 1.156 1.574 0.07
H -0.084 -2.506 0.338 0.11
H -1.057 -1.588 1.580 0.11
H -0.990 -1.007 -1.463 0.13
H -2.542 0.264 0.897 0.07
H -2.519 0.967 -0.730 0.08
H -3.256 -0.619 -0.446 0.08
H 1.073 1.765 -1.819 0.02
H 0.548 2.231 -2.070 0.04

=====

88
Properties=species:S:1:pos:R:3:lowdin_charge:R:1 method="wB97M-V/def2-TZVPD" gap_ev=9.8 spin_multiplicity=1 charge=0
F -4.328 1.831 0.322 0.02
C -4.841 0.571 0.289 -0.28
C -4.513 -0.149 1.401 -0.04
C -5.058 -1.417 1.638 -0.06
C -5.771 -1.921 0.578 -0.12
C -6.087 -1.203 -0.598 -0.07
C -5.656 0.111 -0.751 0.01
H -3.865 0.459 2.006 0.10
H -4.740 -2.114 2.413 0.11
H -5.944 -2.972 0.480 0.09
H -6.744 -1.702 -1.332 0.12
H -5.983 0.751 -1.544 0.11
F -0.901 -2.856 6.596 0.05
C -1.516 -1.699 6.250 -0.28
C -2.430 -1.144 7.170 0.00
C -3.198 -0.018 6.759 -0.07
C -2.993 0.455 5.470 -0.11
C -2.079 -0.145 4.609 -0.09
C -1.288 -1.189 5.012 -0.03
H -2.662 -1.716 8.092 0.12
H -3.865 0.433 7.448 0.09
H -3.626 1.267 5.070 0.11
H -1.947 0.292 3.608 0.09
H -0.594 -1.683 4.345 0.10
F 5.877 2.517 -0.217 0.08
C 5.324 2.785 -1.403 -0.32
C 4.123 2.241 -1.778 -0.02
C 3.627 2.355 -3.077 -0.10
C 4.301 3.107 -4.011 -0.10
C 5.477 3.663 -3.566 -0.11
C 5.978 3.570 -2.275 -0.03
H 3.616 1.552 -1.039 0.12
H 2.830 1.628 -3.323 0.11
H 3.962 3.174 -5.097 0.13
H 6.085 4.209 -4.284 0.10
H 6.936 4.079 -2.097 0.13
F 4.668 -3.757 0.829 0.04
C 4.349 -2.997 -0.253 -0.28
C 5.323 -2.179 -0.834 -0.02
C 4.975 -1.381 -1.867 -0.10
C 3.707 -1.456 -2.394 -0.10
C 2.734 -2.213 -1.767 -0.06
C 3.023 -3.027 -0.646 -0.01
H 6.310 -2.214 -0.454 0.11
H 5.713 -0.728 -2.337 0.12
H 3.489 -0.980 -3.331 0.10
H 1.734 -2.279 -2.180 0.08
H 2.305 -3.583 0.005 0.13
C -2.616 -2.210 -1.176 -0.01
C -1.261 -2.773 -1.554 -0.47
C -0.720 -3.906 -0.672 -0.01
O -0.641 -2.269 -2.482 0.03
H -3.329 -3.076 -1.324 0.12
H -2.814 -1.440 -1.881 0.06
H -2.581 -1.798 -0.201 0.07
H 0.043 -4.546 -1.214 0.11
H -1.633 -4.414 -0.404 0.07
H -0.337 -3.458 0.214 0.06
C -0.596 4.188 0.584 -0.02
C -0.202 2.738 0.411 -0.50
C -1.254 1.663 0.535 0.00
O 0.948 2.482 0.145 0.05
H 0.337 4.724 0.844 0.09
H -1.417 4.250 1.315 0.08
H -1.025 4.500 -0.389 0.09
H -0.772 0.797 0.142 0.07
H -2.141 2.039 -0.047 0.09
H -1.540 1.533 1.553 0.06
C -2.266 1.632 -5.880 -0.02
C -2.605 1.353 -4.411 -0.51
C -1.496 1.613 -3.520 -0.03
O -3.677 0.911 -4.052 0.06
H -3.053 1.565 -6.559 0.05
H -1.351 1.079 -6.171 0.10
H -1.953 2.659 -5.991 0.07
H -0.622 2.128 -3.948 0.09
H -1.144 0.640 -3.206 0.09
H -1.855 2.158 -2.653 0.08
C 2.690 -0.060 1.273 0.00
C 2.109 -0.910 2.420 -0.47
C 3.117 -1.271 3.492 -0.02
O 0.966 -1.260 2.548 0.05
H 1.970 0.493 0.649 0.06
H 3.210 -0.770 0.661 0.04
H 3.590 0.509 1.643 0.11
H 4.098 -1.346 3.107 0.06
H 2.775 -2.066 4.117 0.08
H 3.214 -0.410 4.149 0.09

=====

30
Properties=species:S:1:pos:R:3:lowdin_charge:R:1 method="wB97M-V/def2-TZVPD" gap_ev=9.4 spin_multiplicity=1 charge=0
C -2.072 -1.390 -0.033 -0.04
C -1.056 -0.739 0.922 -0.28
C -0.699 -1.692 2.199 -0.02
C 0.206 -0.339 0.157 -0.44
N 0.922 0.863 0.521 -0.02
C 0.997 1.911 -0.461 -0.36
C 2.025 3.010 -0.017 0.00
C -0.449 2.379 -0.731 -0.21
O -1.367 2.277 0.016 0.08
O 0.386 -0.626 -1.161 0.08
C 1.122 -1.496 -0.256 -0.54
O 0.672 -2.774 -0.135 0.08
N 2.557 -1.389 -0.395 -0.11
P 3.170 -0.288 0.733 0.83
O 4.351 0.404 0.202 -0.46
H -2.317 -0.683 -0.826 0.08
H -2.877 -1.760 0.522 0.06
H -1.606 -2.154 -0.631 0.07
H -1.393 0.113 1.556 0.12
H -0.973 -1.138 3.132 0.09
H -1.088 -2.645 1.906 0.06
H 0.388 -1.856 2.091 0.06
H 0.829 1.055 1.514 0.14
H 1.343 1.483 -1.356 0.12
H 2.793 2.299 0.254 0.03
H 2.213 3.614 -0.983 0.12
H 1.411 3.555 0.692 0.08
H -0.648 2.803 -1.747 0.13
H 1.261 -3.197 -0.776 0.12
H 2.922 -1.379 -1.349 0.11

=====

65
Properties=species:S:1:pos:R:3:lowdin_charge:R:1 method="wB97M-V/def2-TZVPD" s_squared=0.756 gap_ev="7.2 / 6.4" spin_multiplicity=2 charge=+4
Ir 0.175 0.002 -0.099 1.55
C 2.000 -3.283 2.579 0.03
C 1.032 -3.462 3.555 0.05
C -0.206 -2.861 3.380 0.06
C -0.438 -2.078 2.258 -0.23
N 0.553 -1.787 1.387 -0.04
C 1.728 -2.423 1.533 -0.13
C -1.779 -1.627 1.869 -0.22
C -2.941 -2.156 2.408 0.07
C -4.164 -1.772 1.877 0.06
C -4.187 -0.894 0.804 0.07
C -2.985 -0.419 0.303 -0.19
N -1.818 -0.770 0.846 0.03
C -2.864 0.407 -0.895 -0.20
C -3.942 0.968 -1.560 0.06
C -3.738 1.616 -2.769 0.04
C -2.455 1.657 -3.300 0.02
C -1.420 1.110 -2.569 -0.10
N -1.612 0.524 -1.378 -0.02
H 2.953 -3.793 2.624 0.15
H 1.218 -4.093 4.414 0.15
H -0.985 -3.021 4.112 0.14
H 2.481 -2.286 0.766 0.12
H -2.903 -2.883 3.207 0.14
H -5.086 -2.175 2.276 0.15
H -5.129 -0.606 0.361 0.14
H -4.940 0.899 -1.150 0.14
H -4.572 2.058 -3.299 0.15
H -2.258 2.103 -4.265 0.14
H -0.411 1.129 -2.955 0.11
N -0.132 1.088 1.884 -0.01
C 0.890 1.919 2.572 -0.17
C 2.208 1.193 2.644 -0.14
C 2.893 1.250 1.304 -0.17
N 2.315 0.252 0.360 -0.02
H -0.963 1.652 1.729 0.10
H -0.389 0.322 2.501 0.09
H 0.539 2.150 3.580 0.15
H 0.995 2.868 2.047 0.13
H 2.057 0.156 2.964 0.12
H 2.844 1.661 3.394 0.15
H 3.961 1.048 1.421 0.16
H 2.808 2.244 0.872 0.11
H 2.592 -0.664 0.692 0.05
H 2.752 0.370 -0.553 0.09
Br -0.460 -3.205 -1.211 0.94
C 0.805 -2.228 -2.188 -0.69
C 1.461 -2.874 -3.223 -0.05
C 2.298 -2.142 -4.046 0.04
C 2.430 -0.775 -3.830 0.02
C 1.776 -0.208 -2.764 -0.14
N 0.987 -0.913 -1.919 -0.12
H 1.300 -3.931 -3.385 0.13
H 2.824 -2.627 -4.859 0.15
H 3.031 -0.156 -4.483 0.14
H 1.870 0.846 -2.575 0.07
N -0.049 4.132 -0.995 0.15
C 1.234 3.978 -1.451 0.02
C 1.558 2.682 -1.225 -0.12
N 0.471 2.045 -0.628 -0.10
C -0.479 2.971 -0.510 -0.15
H -0.584 4.994 -1.025 0.20
H 1.815 4.776 -1.885 0.16
H 2.494 2.209 -1.447 0.11
H -1.458 2.832 -0.079 0.15

=====

Asked for maximum force across the records above, the calculation gives 1.325 4.279 0.678 0.225 2.617 3.769 4.229 eV/Å in order.
Asked for relative energy (zero: lowest compared OMol25 entry of this formula, charge and spin) across the records above, the calculation gives 123.66 440.66 196.80 223.61 189.15 345.74 437.58 kJ/mol in order.